Entry 1:
Computed, not measured: a 3-piece molecular cluster, C25H48F9N9O8P3S3 overall at a distorted geometry, with ωB97M-V with the def2-TZVPD basis set.

Summary:
HOMO: -9.34 eV
2S+1: 1
net charge: +1

Each line ends with the Löwdin charge.
Geometry (Å):
C 2.59844 -3.86770 0.68818  -0.103
C 3.05238 -5.02242 -0.44049  -0.176
C 3.32640 -4.30531 -1.90920  -0.015
C 4.57289 -3.18520 -1.90252  -0.174
P 5.69646 -2.76992 -0.41932  0.983
O 5.79125 -4.00397 0.79382  -0.337
O 7.40275 -2.63018 -0.90642  -0.335
C 4.91221 -2.31352 -3.29327  -0.128
S 6.20030 -0.97877 -3.46347  0.754
C 7.85402 -1.78727 -3.97770  -0.151
O 5.91933 0.07756 -4.59698  -0.392
O 6.37569 -0.07524 -2.17895  -0.376
C 4.00403 -2.69501 -4.60261  -0.074
N 4.22903 -2.01837 -5.97307  0.046
C 2.81052 -3.83800 -4.47012  -0.058
N 2.02274 -4.02939 -5.78358  0.048
C 2.79067 -4.90486 -6.55988  -0.499
S 3.88978 -5.43135 -7.79326  0.706
N 2.50324 -4.62650 -3.18118  -0.079
S 1.24163 -5.88432 -3.12097  0.910
O 0.73702 -6.36387 -4.49867  -0.271
O 1.95630 -7.17472 -2.55061  -0.294
C -0.28531 -5.36879 -2.16995  -0.199
F -0.01945 -4.52523 -0.96585  0.017
F -1.04470 -4.45319 -3.10544  0.007
C -1.34537 -6.59361 -1.83792  -0.083
F -2.65500 -6.30078 -2.53524  0.053
F -0.91961 -7.91540 -2.43507  0.032
C -1.52807 -6.87703 -0.23398  -0.067
F -2.21406 -8.21932 -0.12663  0.041
F -0.20838 -7.07800 0.47211  0.036
C -2.46981 -5.81516 0.57370  -0.121
F -2.84290 -4.58976 -0.16390  0.060
F -3.70343 -6.42732 1.18492  0.053
F -1.65479 -5.34930 1.75816  0.017
H 2.62514 -2.80149 0.20692  0.082
H 3.28444 -3.98714 1.63877  0.097
H 1.49299 -4.06367 1.05689  0.081
H 2.15018 -5.76418 -0.41456  0.082
H 3.98804 -5.66007 -0.06100  0.139
H 6.41857 -4.75404 0.49461  0.101
H 7.96645 -2.95438 -0.14478  0.079
H 7.97939 -2.86474 -3.48232  0.086
H 7.95423 -1.82666 -5.14207  0.087
H 8.75840 -1.12980 -3.57025  0.117
H 3.82427 -1.04353 -5.86180  0.115
H 5.26064 -1.92272 -6.15984  0.086
O 1.71095 -0.46324 1.57477  -0.342
P 0.66352 0.35426 2.36984  0.769
N -0.43466 -0.96437 2.31495  -0.321
C -1.86381 -0.95273 2.05747  -0.126
C -0.06036 -2.11828 3.13410  -0.143
N 0.33620 1.38793 1.02108  -0.327
C -0.95739 1.56108 0.37922  -0.139
C 1.37534 1.51387 -0.01004  -0.145
N -0.54058 1.29403 3.28383  -0.261
C -0.10492 2.70314 3.47108  -0.133
C -0.77336 0.80409 4.65917  -0.134
H -2.44512 -0.44245 2.82880  0.070
H -2.27027 -1.96897 1.98167  0.076
H -2.10847 -0.51027 1.09442  0.052
H -0.18373 -1.91532 4.20229  0.063
H 0.98659 -2.39188 2.97571  0.055
H -0.64429 -3.01338 2.89257  0.065
H -1.17791 0.74170 -0.31131  0.076
H -0.97931 2.49166 -0.20199  0.081
H -1.77483 1.66618 1.09716  0.070
H 1.38841 0.64430 -0.67581  0.071
H 2.36572 1.62794 0.44496  0.072
H 1.22586 2.40893 -0.62521  0.080
H 0.84883 2.74903 4.00985  0.084
H -0.85463 3.27311 4.03144  0.080
H 0.01952 3.23790 2.52683  0.072
H 0.17286 0.68048 5.20123  0.090
H -1.30950 -0.14335 4.68085  0.060
H -1.41015 1.49488 5.22672  0.089
O -2.06062 5.32178 1.60868  -0.324
P -3.36106 6.15151 1.74263  0.767
N -4.30848 4.73752 1.51725  -0.323
C -5.50615 4.55868 0.71567  -0.130
C -4.27579 3.78496 2.62817  -0.142
N -3.13086 6.90060 0.19970  -0.334
C -4.05112 6.82826 -0.92423  -0.149
C -1.76355 6.95425 -0.33554  -0.144
N -4.85601 7.10535 1.89661  -0.270
C -4.56904 8.56282 1.95912  -0.136
C -5.62066 6.83632 3.13303  -0.136
H -6.36459 5.13100 1.07454  0.070
H -5.82152 3.50825 0.68697  0.082
H -5.34474 4.80275 -0.33193  0.051
H -4.83118 4.15368 3.49594  0.060
H -3.24981 3.59693 2.95690  0.052
H -4.68787 2.80676 2.35643  0.079
H -3.94953 5.88477 -1.46861  0.079
H -3.85482 7.63869 -1.63764  0.080
H -5.09333 6.97023 -0.62703  0.073
H -1.45795 5.98971 -0.75488  0.077
H -1.04991 7.24511 0.44356  0.072
H -1.66878 7.71101 -1.12310  0.078
H -3.92154 8.79742 2.81218  0.084
H -5.49591 9.14036 2.05018  0.085
H -4.08102 8.93832 1.05695  0.073
H -4.97736 6.90462 4.01955  0.089
H -6.09588 5.85669 3.12646  0.060
H -6.45040 7.54505 3.25157  0.089

---

Entry 2:
Computed, not measured: C24H21F2InN2OS as an isolated structure, with ωB97M-V with the def2-TZVPD basis set.

Summary:
HOMO: -8.31 eV
2S+1: 1

Each line ends with the Löwdin charge.
Geometry (Å):
In 0.18346 -0.10592 -0.70874  0.931
S 4.26164 1.89665 -1.28608  1.043
C 4.53878 0.23617 -1.54697  -0.414
C 3.38070 -0.48132 -1.50827  -0.209
C 2.21687 0.30724 -1.26418  -0.233
C 2.56697 1.62501 -1.12442  -0.533
C 1.63941 2.72596 -0.82787  -0.291
C 2.05729 4.04779 -0.67887  -0.025
C 1.12580 5.02329 -0.38828  -0.048
C -0.20898 4.66795 -0.25147  -0.049
C -0.54356 3.33859 -0.41905  -0.124
N 0.34782 2.38915 -0.70357  0.071
H 5.53898 -0.12769 -1.72062  0.066
H 3.37917 -1.54890 -1.67297  0.079
H 3.10345 4.29962 -0.78765  0.094
H 1.43688 6.05262 -0.26580  0.112
H -0.97228 5.39542 -0.01677  0.108
H -1.57054 3.01738 -0.30634  0.102
F -5.07916 1.18666 -1.56155  0.069
C -4.16520 0.20205 -1.48123  -0.270
C -2.83073 0.52834 -1.34239  -0.046
C -1.87110 -0.46972 -1.25420  -0.132
C -2.26537 -1.82147 -1.31863  -0.115
C -3.62686 -2.08216 -1.46118  -0.206
F -4.09130 -3.35120 -1.53220  0.055
C -4.59484 -1.10250 -1.54135  0.069
C -1.23121 -2.89817 -1.21611  -0.179
C -1.49043 -4.27070 -1.24328  0.012
C -0.44089 -5.16386 -1.13017  -0.046
C 0.85505 -4.69618 -0.99344  -0.047
C 1.03624 -3.32804 -0.98192  -0.099
N 0.03074 -2.46592 -1.09467  0.051
H -2.56984 1.57659 -1.32079  0.083
H -5.63763 -1.36128 -1.64950  0.134
H -2.49403 -4.63931 -1.34777  0.105
H -0.64177 -6.22739 -1.14603  0.112
H 1.69918 -5.36297 -0.89340  0.108
H 2.02125 -2.89626 -0.86579  0.097
C -0.79246 1.28867 2.72762  -0.036
C 0.31932 0.24983 2.55103  -0.744
C 1.68401 0.93395 2.67882  -0.034
C 0.18135 -0.83874 3.61264  -0.045
O 0.21070 -0.34595 1.29850  -0.282
H -0.76087 1.76082 3.71305  0.083
H -1.76557 0.80968 2.60055  0.085
H -0.69080 2.06930 1.96888  0.056
H 1.82331 1.39335 3.66107  0.082
H 1.78064 1.71194 1.91601  0.069
H 2.47807 0.20181 2.51911  0.086
H 0.25861 -0.42909 4.62283  0.080
H 0.96472 -1.58637 3.47626  0.081
H -0.78502 -1.33473 3.50715  0.081

---

Entry 3:
Computed, not measured: C33H38AsBrF6N6O2ReSe as an isolated structure at a distorted geometry, with ωB97M-V with the def2-TZVPD basis set.

Summary:
HOMO (spin up / spin down): -16.50 / -16.52 eV
2S+1: 3
net charge: +3
<S²>: 2.048

Each line ends with the Löwdin charge.
Geometry (Å):
Re -0.16232 -1.06905 -0.50073  1.642
C -3.61426 -0.90775 2.24442  -0.003
C -4.59315 -1.68019 1.63372  0.026
C -4.37670 -2.09672 0.33408  0.049
C -3.18342 -1.76769 -0.31024  -0.200
N -2.21619 -1.07575 0.32232  -0.013
C -2.43979 -0.64424 1.56185  -0.138
C -2.86336 -2.10996 -1.68369  -0.177
C -3.79924 -2.62571 -2.58601  0.018
C -3.43360 -2.88460 -3.89248  -0.019
C -2.13174 -2.64838 -4.30696  -0.021
C -1.20067 -2.14074 -3.40932  -0.159
C -1.55282 -1.85447 -2.10266  -0.228
H -3.73846 -0.54377 3.24954  0.130
H -5.49904 -1.95119 2.15777  0.140
H -5.10604 -2.70502 -0.17342  0.128
H -1.65350 -0.08658 2.04812  0.092
H -4.81358 -2.81213 -2.26534  0.124
H -4.16401 -3.26692 -4.58688  0.129
H -1.83904 -2.84850 -5.32685  0.128
H -0.19412 -1.96768 -3.76727  0.069
F 0.28886 -1.84072 1.51867  -0.410
As -0.22061 -3.09037 3.08743  0.928
F -1.63515 -3.29752 2.02928  -0.233
F 0.57602 -4.30917 2.12424  -0.229
F -0.74055 -4.05889 4.31986  -0.121
F 1.33343 -2.58840 3.66715  -0.205
F -0.89006 -1.59352 3.71168  -0.222
Br 0.05085 -6.92062 -0.04233  0.883
C 0.72559 -5.37040 -0.89245  -0.617
C 1.83430 -5.42255 -1.73473  -0.032
C 2.24800 -4.24874 -2.34463  0.010
C 1.58904 -3.06572 -2.05916  -0.142
N 0.56337 -3.01176 -1.20117  -0.104
C 0.10965 -4.13784 -0.66272  -0.162
H 2.34772 -6.35592 -1.90850  0.131
H 3.06961 -4.24829 -3.04296  0.134
H 1.90215 -2.13757 -2.52023  0.099
H -0.76118 -4.08216 -0.02088  0.103
C 2.81389 2.32541 -1.14396  0.009
N 1.59549 2.93164 -1.60653  -0.042
C 0.53282 2.28750 -2.09788  -0.578
Se 0.32196 0.44350 -2.51039  0.972
N -0.38125 3.18675 -2.50784  0.143
C 0.09191 4.45778 -2.27782  -0.162
C -0.44603 5.71873 -2.51190  0.021
C 0.33809 6.80024 -2.16235  -0.027
C 1.61983 6.63708 -1.61709  -0.027
C 2.16057 5.39096 -1.37383  0.024
C 1.37214 4.29143 -1.70352  -0.133
H 2.65749 1.25623 -0.99425  0.045
H 3.11919 2.78063 -0.20138  0.116
H 3.61023 2.48123 -1.87720  0.126
H -1.24159 2.95714 -2.99032  0.179
H -1.41933 5.84769 -2.95756  0.128
H -0.03967 7.79871 -2.31949  0.127
H 2.20071 7.51462 -1.38199  0.126
H 3.15144 5.28161 -0.96583  0.124
C -2.14450 2.62059 0.29690  -0.014
N -1.25792 2.54606 1.43359  -0.062
C -1.51551 3.45724 2.53616  -0.118
C -1.11624 2.79115 3.84574  -0.118
C 0.34402 2.38185 3.74521  -0.120
N 0.57664 1.62838 2.52495  -0.048
C 1.71350 0.74074 2.54935  -0.009
C -0.22141 1.68533 1.44822  -0.449
O 0.01851 0.98622 0.41050  -0.216
H -3.17866 2.49431 0.62224  0.108
H -1.89466 1.83118 -0.41131  0.066
H -2.04592 3.59597 -0.18429  0.099
H -2.57965 3.70211 2.53071  0.138
H -0.94744 4.38683 2.39924  0.145
H -1.73741 1.91038 4.02298  0.122
H -1.26240 3.47789 4.67877  0.137
H 0.62430 1.74949 4.59190  0.143
H 0.99850 3.26272 3.75703  0.145
H 1.51959 -0.10836 3.21551  0.091
H 2.59348 1.27445 2.90997  0.115
H 1.90043 0.37500 1.54454  0.054
C 4.63399 -0.99440 -0.10040  0.035
C 3.25256 -1.50090 0.13839  -0.429
C 3.15707 -2.68800 1.01565  0.015
O 2.28837 -0.92222 -0.37163  -0.136
H 5.20899 -1.75947 -0.62422  0.117
H 5.13219 -0.83003 0.85475  0.119
H 4.65493 -0.07773 -0.68450  0.086
H 3.14139 -2.34620 2.05800  0.113
H 4.02521 -3.33440 0.91561  0.116
H 2.24417 -3.25784 0.86308  0.055